1.
Here is C17H25FIrN2S4SbSi2 as an isolated structure in a non-equilibrium geometry from the Open Molecules 2025 dataset. Energies are from the ωB97M-V functional and the def2-TZVPD basis.

The energy relative to the best compared isomer or geometry (same formula, charge and spin) comes out at 1.974 eV. The value obtained for the electronic energy is -3388.6727 a.u. Its HOMO-LUMO gap (alpha / beta) is 0.1739 / 0.1816 Ha. Its charge is -1. Its spin multiplicity is 2. For the molecular weight, the calculation gives 774.8 g/mol. The value obtained for the maximum force is 2.797 eV/Å. Its highest occupied orbital energy (alpha / beta) is -4.0 / -4.0 eV.

Last column: natural (NBO) charge in e.
CARTESIAN COORDINATES (ANGSTROEM)
H 1.584 0.400 -2.217  0.246
H -4.938 -0.147 -0.467  0.255
C 0.643 0.490 2.871  0.083
H 2.986 0.822 -3.190  0.226
C -2.348 -2.721 -2.238  -1.114
H -0.651 -3.020 3.624  0.221
H -5.358 -1.040 -1.917  0.220
C 2.007 0.300 2.971  -0.289
C 0.616 -3.323 1.904  -0.239
S -0.008 2.209 -0.480  -0.076
H -2.021 -3.430 -1.483  0.238
S -3.834 2.626 -0.043  -0.585
H 4.500 -0.573 -0.401  0.234
Si 3.272 1.595 -0.803  1.605
Si -2.857 -1.030 -1.487  1.796
C 2.256 1.226 0.751  -0.530
C -0.014 -2.079 -0.058  -0.255
H 3.080 4.099 -0.891  0.245
H -1.469 0.560 -2.855  0.236
C -2.529 0.339 -2.774  -1.128
C 4.794 0.436 -0.675  -1.098
C -1.135 -1.535 0.590  0.171
C -0.460 -2.774 2.589  -0.275
H 0.179 -1.785 -1.078  0.215
N -2.025 -0.703 -0.011  -1.075
C -1.302 -1.907 1.938  0.344
H -4.990 -1.900 -0.426  0.226
H 3.874 0.527 1.959  0.208
H 5.495 0.793 0.076  0.225
N 0.098 1.049 1.807  -0.519
H 1.667 -3.369 0.036  0.205
H -3.028 1.254 -2.468  0.253
C 2.805 0.673 1.895  -0.125
F -2.368 -1.402 2.611  -0.323
H -0.038 0.213 3.665  0.218
H 1.792 2.042 -2.763  0.247
C 0.830 -2.961 0.582  -0.217
C 3.908 3.398 -0.869  -1.093
H -2.898 0.062 -3.755  0.223
C 0.867 1.429 0.775  0.078
H 4.509 3.572 -1.760  0.229
H 2.438 -0.135 3.860  0.216
H -1.529 -2.600 -2.941  0.227
Sb -4.733 2.979 2.244  0.872
C -4.719 -1.045 -1.039  -1.116
C 2.326 1.169 -2.401  -1.099
Ir -2.070 1.265 0.858  0.918
H 1.279 -4.012 2.407  0.207
H 4.523 3.637 -0.006  0.231
S -2.727 1.897 3.144  -0.523
H 5.329 0.378 -1.618  0.231
H -3.181 -3.164 -2.777  0.232
S -4.427 5.218 2.730  -0.901

---

2.
Here is one molecule with the formula C17H25N3O from the Open Molecules 2025 dataset. Energies are from the ωB97M-V functional and the def2-TZVPD basis.

The energy relative to the best compared isomer or geometry (same formula, charge and spin) comes out at 1.594 eV. The value obtained for the electronic energy is -902.2986 a.u. Its HOMO-LUMO gap is 0.2884 Ha. For the molecular weight, the calculation gives 287.4 g/mol. The value obtained for the maximum force is 0.703 eV/Å. Its structure (SMILES) is COc1cc(NCCCCCCCN)c2ncccc2c1. Its highest occupied orbital energy is -7.3 eV.

Last column: natural (NBO) charge in e.
CARTESIAN COORDINATES (ANGSTROEM)
H 3.966 -0.498 -1.060  0.186
H -1.372 -3.859 1.301  0.202
C 3.629 1.617 -1.245  -0.205
H -0.674 -0.432 2.305  0.218
H 1.409 -2.126 -1.446  0.207
H 4.298 1.878 -0.405  0.154
C -4.272 1.270 -2.235  -0.259
C 2.342 0.037 0.249  -0.393
C 3.117 0.191 -1.056  -0.404
H -0.436 0.998 4.102  0.175
N 4.268 1.746 -2.545  -0.833
H 0.157 -1.123 -0.723  0.207
H 4.591 2.696 -2.690  0.355
C -4.105 -0.124 -2.181  0.035
C -2.099 2.149 0.637  -0.333
H 0.865 -3.897 0.324  0.201
H -2.140 3.226 0.664  0.217
H 2.765 -2.059 0.531  0.196
N -3.372 -0.727 -1.284  -0.445
C -1.941 -0.668 0.611  0.216
C 1.894 -1.400 0.518  -0.390
O -0.670 2.259 2.469  -0.511
C 0.143 1.649 3.439  -0.253
C -3.624 2.045 -1.314  -0.139
H -0.350 -3.614 -0.926  0.202
H 1.445 -1.435 1.512  0.190
C -1.333 1.476 1.568  0.425
H 5.075 1.133 -2.600  0.348
H 2.481 -0.054 -1.906  0.209
H -4.593 -0.767 -2.903  0.188
H 2.978 0.369 1.075  0.195
C -2.737 0.016 -0.360  0.146
C -2.814 1.434 -0.331  -0.078
H -4.898 1.707 -2.998  0.219
H 1.464 0.687 0.224  0.203
C 0.148 -3.169 -0.062  -0.401
H -3.718 3.123 -1.322  0.213
H 0.956 1.076 2.982  0.175
C -1.262 0.075 1.560  -0.415
H -2.477 -2.356 -0.251  0.412
H 2.784 2.311 -1.225  0.185
H -0.456 -2.481 1.908  0.190
H 0.566 2.467 4.022  0.200
C 0.886 -1.907 -0.514  -0.408
N -1.967 -2.032 0.564  -0.597
C -0.916 -2.905 1.016  -0.208

---

3.
Here is one molecule with the formula C17H25N3O3 from the Open Molecules 2025 dataset. Energies are from the ωB97M-V functional and the def2-TZVPD basis.

The energy relative to the best compared isomer or geometry (same formula, charge and spin) comes out at 1.320 eV. The value obtained for the electronic energy is -1052.8311 a.u. Its HOMO-LUMO gap is 0.3370 Ha. For the molecular weight, the calculation gives 319.4 g/mol. The value obtained for the maximum force is 0.573 eV/Å. Its structure (SMILES) is CCOC(=O)c1ccc(NC(=O)NCCN2CCCCC2)cc1. Its highest occupied orbital energy is -8.6 eV.

Last column: natural (NBO) charge in e.
CARTESIAN COORDINATES (ANGSTROEM)
H -0.993 0.782 -7.580  0.193
H -2.198 1.833 3.819  0.156
C 0.776 -0.858 2.453  -0.228
H 0.661 -1.587 -8.617  0.211
C -1.479 -0.611 4.569  -0.220
H -0.307 1.944 6.216  0.205
C -0.300 0.222 2.632  -0.214
H -3.198 0.985 6.039  0.193
C 2.455 -0.862 -2.942  -0.260
H 1.629 -0.626 3.092  0.246
H -2.236 -1.255 6.477  0.207
H -0.977 0.855 -2.746  0.237
O 0.156 -0.380 -6.324  -0.515
H -1.467 -0.923 -7.471  0.185
C -1.197 1.737 4.281  -0.213
N 2.813 -0.556 -0.598  -0.629
H -0.278 -0.474 -9.624  0.217
C 0.749 0.232 -1.644  -0.249
H 0.403 0.663 -0.718  0.216
O 3.412 -0.371 1.568  -0.640
C 0.286 -0.570 -8.701  -0.622
H -1.040 -1.583 4.339  0.198
C -2.179 0.909 6.425  -0.397
C -1.602 -0.459 6.082  -0.402
H 3.428 -1.329 -2.998  0.214
H -0.609 -0.555 6.524  0.205
H 0.605 -1.150 0.369  0.401
C -0.430 0.044 -5.195  0.784
C 0.434 -0.122 -4.008  -0.208
N 1.254 -0.887 1.092  -0.632
H 0.388 -1.845 2.720  0.188
C 1.689 -0.727 -4.078  -0.131
H -1.725 2.974 5.960  0.208
H 2.052 -1.089 -5.026  0.232
H -0.544 2.492 3.837  0.201
H -1.194 -0.042 2.035  0.157
C -1.307 1.981 5.783  -0.403
H 1.132 0.111 -8.730  0.213
C -0.609 -0.243 -7.520  -0.069
H -2.486 -0.572 4.111  0.157
C 1.993 -0.404 -1.703  0.174
H -2.216 1.046 7.508  0.209
C -0.017 0.362 -2.782  -0.137
C 2.528 -0.570 0.764  0.791
H 0.104 1.158 2.237  0.202
H 3.804 -0.621 -0.787  0.413
N -0.620 0.428 4.029  -0.445
O -1.544 0.514 -5.165  -0.601

---

4.
Here is one molecule with the formula C17H25N3OS from the Open Molecules 2025 dataset. Energies are from the ωB97M-V functional and the def2-TZVPD basis.

The energy relative to the best compared isomer or geometry (same formula, charge and spin) comes out at 0.386 eV. The value obtained for the electronic energy is -1300.5381 a.u. Its HOMO-LUMO gap is 0.3265 Ha. For the molecular weight, the calculation gives 319.5 g/mol. The value obtained for the maximum force is 0.873 eV/Å. Its structure (SMILES) is CCCNC(=S)N1CCC(NC(=O)c2cccc(C)c2)CC1. Its highest occupied orbital energy is -8.3 eV.

Last column: natural (NBO) charge in e.
CARTESIAN COORDINATES (ANGSTROEM)
H 2.227 2.349 3.809  0.214
H -2.861 2.636 2.716  0.220
H 0.079 2.369 -2.279  0.237
C 1.393 1.918 3.273  -0.215
H 1.247 -1.966 -3.245  0.204
N -0.180 -1.616 0.520  -0.661
C -0.754 0.819 1.918  -0.220
H 0.923 4.034 -0.546  0.206
C 0.544 -1.339 1.632  0.656
C 0.484 -2.402 -2.598  -0.224
H -2.174 -3.310 -0.077  0.230
C 1.841 3.456 -0.466  -0.606
H 2.228 3.565 0.544  0.218
C 1.005 1.801 -2.175  -0.222
N -0.623 -1.492 -2.389  -0.437
H -2.371 2.791 1.032  0.229
H -2.282 -2.692 -2.743  0.203
S -1.736 0.766 -1.588  -0.312
H 0.230 3.712 3.345  0.209
H 1.828 -2.146 -0.899  0.217
H 0.076 -3.267 -3.128  0.209
H 2.326 -0.003 3.021  0.232
H -0.732 -0.885 0.098  0.421
C -0.063 -2.878 -0.177  -0.039
H -1.866 4.007 2.218  0.213
H 0.207 -3.615 0.587  0.243
H -2.483 -1.466 -1.486  0.256
H 1.722 2.152 -2.923  0.193
N 0.708 0.415 -2.460  -0.597
O 1.293 -2.152 2.141  -0.632
H 1.513 -0.174 -2.603  0.390
H 2.569 3.864 -1.164  0.198
C -1.789 -2.202 -1.897  -0.241
H -1.287 -4.233 -1.287  0.208
C 1.058 -2.838 -1.242  -0.426
C -0.819 2.140 2.342  -0.006
C -2.048 2.947 2.060  -0.634
H 1.515 -3.823 -1.337  0.219
C 1.455 0.608 2.839  -0.198
C 1.567 1.990 -0.764  -0.414
H 2.487 1.410 -0.655  0.190
C 0.267 2.683 3.016  -0.201
H -1.614 0.403 1.414  0.221
C 0.385 0.053 2.142  -0.070
C -1.393 -3.247 -0.834  -0.430
C -0.474 -0.162 -2.159  0.324
H 0.841 1.607 -0.046  0.225

---

5.
Here is one molecule with the formula C17H25N5O3 from the Open Molecules 2025 dataset. Energies are from the ωB97M-V functional and the def2-TZVPD basis.

The energy relative to the best compared isomer or geometry (same formula, charge and spin) comes out at 0.218 eV. The value obtained for the electronic energy is -1162.3889 a.u. Its HOMO-LUMO gap is 0.3278 Ha. For the molecular weight, the calculation gives 347.4 g/mol. The value obtained for the maximum force is 0.698 eV/Å. Its structure (SMILES) is CCCCCCN1C(=O)NC(=O)/C(=C/NCCCn2ccnc2)C1=O. Its highest occupied orbital energy is -8.5 eV.

Last column: natural (NBO) charge in e.
CARTESIAN COORDINATES (ANGSTROEM)
C 0.182 2.496 -0.093  -0.085
H 0.613 0.762 3.659  0.429
O -1.561 1.760 3.067  -0.623
H -1.521 3.923 -0.060  0.221
C -0.895 -0.876 0.616  0.705
H 0.907 -1.756 -1.660  0.211
H 1.895 -2.562 1.093  0.236
H 3.932 -2.054 0.526  0.208
N 0.450 1.448 -0.915  -0.470
H 6.121 -1.893 -2.490  0.199
C -0.991 3.085 -0.463  -0.109
N 0.330 -1.236 1.131  -0.463
C -3.588 1.510 -2.504  -0.412
C 2.919 -2.472 -1.327  -0.395
H -4.378 1.834 -3.183  0.223
N 0.179 0.335 2.848  -0.643
H 5.144 -3.302 -2.908  0.200
N -3.286 0.299 -0.392  -0.553
C 0.919 -0.647 2.231  0.810
H 2.744 -3.543 -1.199  0.190
C -4.232 1.012 -1.203  -0.212
C 4.161 -2.054 -0.541  -0.397
H -3.148 3.508 -1.809  0.210
C -2.713 0.768 0.699  0.219
H 6.166 -2.672 -0.100  0.199
H -5.057 0.338 -1.455  0.209
H -4.631 1.853 -0.630  0.200
C -2.628 2.689 -2.314  -0.203
H 1.923 -0.645 -0.754  0.232
H 3.087 -2.288 -2.389  0.202
O 2.000 -0.976 2.657  -0.613
H -0.616 0.691 -2.561  0.202
C 1.098 -2.249 0.419  -0.223
O -1.347 -1.468 -0.363  -0.670
C 1.675 -1.700 -0.888  -0.417
C 5.362 -2.969 -0.778  -0.387
H -2.802 -0.519 -0.786  0.448
H 5.087 -3.998 -0.531  0.191
H 0.844 2.756 0.707  0.214
H -3.060 0.679 -2.975  0.211
C 5.883 -2.917 -2.210  -0.607
C -1.042 0.850 2.453  0.684
H -3.140 1.645 1.174  0.227
H 0.433 -3.092 0.217  0.215
H -2.318 3.045 -3.304  0.210
H 6.786 -3.517 -2.307  0.207
C -1.591 0.211 1.273  -0.430
H 4.427 -1.031 -0.816  0.195
C -0.535 1.407 -1.769  0.164
N -1.452 2.378 -1.541  -0.358

---

6.
Here is one molecule with the formula C17H25N7 in a non-equilibrium geometry from the Open Molecules 2025 dataset. Energies are from the ωB97M-V functional and the def2-TZVPD basis.

The energy relative to the best compared isomer or geometry (same formula, charge and spin) comes out at 0.593 eV. The value obtained for the electronic energy is -1046.0172 a.u. Its HOMO-LUMO gap is 0.3218 Ha. For the molecular weight, the calculation gives 327.4 g/mol. The value obtained for the maximum force is 3.375 eV/Å. Its structure (SMILES) is N#C[C@@H]1C[C@H]2[C@H](CN1)NN[C@@H]2c1cccc(N2CCC[C@H](N)C2)n1. Its highest occupied orbital energy is -8.0 eV.

Last column: natural (NBO) charge in e.
CARTESIAN COORDINATES (ANGSTROEM)
H 0.970 0.687 -0.093  0.210
N -2.474 -1.973 0.904  -0.485
H 4.254 2.366 0.612  0.210
C -2.068 -3.023 -0.040  -0.210
H 0.527 1.290 -2.511  0.230
H -2.536 -3.974 0.277  0.194
H -0.267 -4.168 -0.572  0.193
C 3.055 1.558 -3.623  0.287
N 3.724 1.998 -1.374  -0.616
N -1.528 0.148 0.553  -0.522
C 3.502 1.807 0.064  -0.220
H 2.100 3.481 0.021  0.167
H -0.370 1.902 2.207  0.368
H -4.240 -1.206 -0.749  0.220
N 0.092 2.557 1.576  -0.465
H -0.199 -1.204 0.025  0.391
C 1.277 1.852 -1.905  -0.383
H 1.187 -2.155 -0.302  0.356
C -2.534 1.640 -0.977  -0.214
H 1.289 2.894 -2.233  0.220
N 0.181 -2.065 -0.442  -0.892
H -2.226 -1.092 2.859  0.219
H -2.455 2.550 -1.566  0.207
H -4.349 0.954 -1.933  0.222
H 0.012 -1.470 2.199  0.213
H 4.698 1.707 -1.623  0.378
H -2.679 -2.780 2.818  0.194
C -0.329 2.305 0.205  -0.088
H 3.520 0.762 0.350  0.172
C 0.948 1.745 -0.388  -0.225
C -0.568 -2.347 2.431  -0.420
H 0.923 -3.699 1.568  0.204
H -0.738 -4.370 1.784  0.192
C 2.091 2.435 0.374  -0.060
C -2.052 -2.036 2.309  -0.213
H 1.982 3.180 2.301  0.362
C 2.706 1.282 -2.205  -0.149
C -1.497 1.343 -0.048  0.215
H -0.598 3.234 -0.293  0.188
H 2.799 0.212 -2.011  0.215
C -3.581 0.753 -1.207  -0.179
N 3.376 1.805 -4.727  -0.316
C -0.516 -3.257 0.023  -0.060
N 1.531 2.450 1.715  -0.485
H -0.338 -2.643 3.485  0.209
C -0.166 -3.501 1.477  -0.413
C -2.508 -0.719 0.320  0.414
H -2.377 -2.792 -1.080  0.222
C -3.555 -0.423 -0.553  -0.257

---

- Among the records above, which one has the lowest electronic energy?
  C17H25FIrN2S4SbSi2